[1]
The following is a DFT calculation (the ωB97M-V functional and the def2-TZVPD basis) of 5 unconnected molecules or ions with the total composition C21H38BrIN4O12.

As for the multiplicity: 1. Its structure (SMILES) is BrCCCc1nnc(I)nn1.CCOC(=O)OC.CCOC(=O)OC.CCOC(=O)OC.CCOC(=O)OC. The max |F| comes out at 0.085 Eh/bohr. Its orbital gap is 8.6 eV.

Each line ends with the Mulliken charge.
Atoms and positions in Å:
Br (-0.376, 3.439, -2.252)  -0.191
C (-0.740, 1.460, -2.442)  -0.519
C (-1.524, 0.881, -1.089)  -0.509
C (-0.789, -0.462, -0.459)  -0.507
C (0.586, 0.121, 0.305)  0.547
N (1.804, -0.127, -0.410)  -0.445
N (2.872, 0.363, 0.168)  0.006
C (2.608, 0.992, 1.421)  0.312
I (4.444, 1.774, 2.437)  0.059
N (1.406, 1.216, 2.157)  -0.295
N (0.330, 0.781, 1.551)  -0.238
H (-1.406, 1.336, -3.418)  0.339
H (0.295, 0.941, -2.625)  0.334
H (-1.547, 1.797, -0.337)  0.436
H (-2.638, 0.628, -1.344)  0.158
H (-0.494, -1.174, -1.356)  0.258
H (-1.486, -0.994, 0.324)  0.213
C (-6.200, -1.210, 2.507)  -1.053
C (-5.483, -2.548, 2.472)  -0.149
O (-5.884, -3.313, 1.329)  -0.380
C (-5.322, -2.948, 0.151)  0.741
O (-4.513, -2.047, -0.012)  -0.491
O (-5.836, -3.739, -0.824)  -0.337
C (-5.402, -3.393, -2.138)  -0.299
H (-7.284, -1.352, 2.447)  0.301
H (-5.963, -0.669, 3.428)  0.377
H (-5.915, -0.584, 1.656)  0.238
H (-5.760, -3.130, 3.357)  0.299
H (-4.393, -2.424, 2.496)  0.271
H (-4.311, -3.346, -2.199)  0.261
H (-5.848, -2.439, -2.435)  0.033
H (-5.752, -4.168, -2.825)  0.224
C (-6.763, 3.951, -4.883)  -1.093
C (-6.357, 2.612, -5.473)  -0.172
O (-5.965, 1.698, -4.442)  -0.339
C (-6.978, 1.119, -3.752)  0.653
O (-8.172, 1.303, -3.938)  -0.565
O (-6.437, 0.323, -2.797)  -0.194
C (-7.398, -0.272, -1.927)  -0.300
H (-5.968, 4.346, -4.242)  0.284
H (-6.971, 4.675, -5.676)  0.360
H (-7.656, 3.856, -4.259)  0.310
H (-5.486, 2.752, -6.122)  0.295
H (-7.155, 2.183, -6.092)  0.306
H (-8.175, -0.798, -2.491)  0.347
H (-7.839, 0.495, -1.284)  0.373
H (-6.880, -0.999, -1.295)  -0.292
C (9.766, 3.466, -3.255)  -1.089
C (9.905, 2.516, -2.079)  -0.157
O (8.745, 2.568, -1.240)  -0.341
C (7.660, 1.893, -1.695)  0.720
O (7.595, 1.251, -2.733)  -0.560
O (6.648, 2.078, -0.811)  -0.277
C (5.410, 1.501, -1.221)  -0.131
H (9.536, 4.479, -2.907)  0.288
H (10.690, 3.494, -3.840)  0.352
H (8.948, 3.164, -3.915)  0.310
H (10.756, 2.824, -1.463)  0.284
H (10.102, 1.488, -2.410)  0.303
H (5.527, 0.443, -1.476)  0.321
H (5.004, 2.061, -2.069)  0.316
H (4.707, 1.578, -0.387)  -0.306
C (4.653, -2.159, 3.585)  -1.057
C (4.114, -1.175, 4.608)  0.077
O (3.374, -1.854, 5.629)  -0.404
C (4.117, -2.476, 6.578)  0.726
O (5.337, -2.498, 6.637)  -0.560
O (3.270, -3.097, 7.436)  -0.342
C (3.926, -3.879, 8.432)  -0.622
H (3.845, -2.782, 3.186)  0.288
H (5.136, -1.631, 2.758)  0.284
H (5.384, -2.838, 4.034)  0.368
H (3.418, -0.487, 4.116)  0.138
H (4.914, -0.565, 5.045)  0.298
H (4.678, -3.293, 8.969)  0.292
H (4.382, -4.760, 7.969)  0.287
H (3.174, -4.215, 9.150)  0.224

Cartesian forces, eV/Å:
Br -0.185 -1.300 -0.146
C -0.568 -1.367 -0.351
C -0.089 0.612 -0.200
C 0.883 1.498 0.150
C -1.899 -1.324 -1.211
N -3.151 1.250 2.719
N -1.550 1.547 3.734
C 0.654 0.199 0.267
I -1.762 -0.622 -0.954
N 2.942 -0.872 -2.618
N 1.738 -1.812 -3.456
H 1.498 0.343 2.237
H -2.035 1.102 0.483
H 0.093 -2.247 -1.298
H 2.158 0.426 0.350
H -0.477 1.403 2.114
H 1.460 1.114 -1.633
C -0.095 0.151 -0.258
C 0.140 0.506 0.553
O 0.513 -0.030 -1.100
C 0.077 0.386 0.138
O -1.005 -1.245 0.178
O 0.391 0.523 0.912
C 0.139 0.057 -0.593
H 0.135 -0.067 0.154
H -0.023 -0.093 -0.088
H 0.105 -0.081 0.142
H -0.041 -0.145 -0.389
H -0.234 -0.015 -0.220
H -0.216 0.129 0.100
H 0.295 -0.136 0.010
H -0.067 0.033 0.379
C -0.131 0.033 0.294
C -0.259 0.570 -0.440
O -0.609 -0.808 0.565
C -0.547 0.424 -0.125
O 1.763 -0.374 0.258
O -0.236 0.483 -0.809
C -0.338 -0.217 0.386
H 0.001 -0.042 -0.212
H 0.052 -0.099 0.061
H 0.051 -0.046 -0.191
H 0.003 -0.270 0.314
H 0.088 -0.008 0.317
H 0.073 0.247 0.053
H -0.074 -0.143 -0.188
H 0.137 0.305 -0.199
C -0.276 0.074 -0.143
C 0.477 0.041 -0.494
O -0.824 -0.620 -0.027
C -0.087 -0.072 -0.538
O 0.133 0.855 1.527
O 1.034 -0.134 -0.609
C -0.539 -0.102 -0.058
H 0.171 -0.122 0.035
H -0.073 -0.009 0.095
H 0.164 -0.087 0.080
H -0.373 -0.046 0.158
H -0.262 0.186 0.055
H 0.027 0.240 -0.041
H 0.110 -0.201 -0.007
H 0.587 0.123 -0.297
C 0.089 -0.287 0.066
C 0.368 0.144 -0.540
O 0.364 -0.420 1.035
C 0.545 -0.083 -0.272
O -1.771 0.077 -0.003
O 0.524 0.602 -0.644
C 0.173 -0.301 0.399
H 0.016 0.196 -0.012
H -0.072 -0.013 0.084
H -0.023 0.196 -0.018
H -0.106 -0.251 0.399
H -0.154 -0.256 0.047
H -0.049 -0.118 -0.243
H 0.083 0.211 0.099
H -0.055 0.199 -0.323

[2]
The following is a DFT calculation (the ωB97M-V functional and the def2-TZVPD basis) of 2 unconnected molecules or ions with the total composition C3H10NO.

As for the multiplicity: 1. The net charge is +1. The max |F| comes out at 0.017 Eh/bohr. Its orbital gap is 9.6 eV. The value obtained for the energy above the lowest of the compared OMol25 structures with the same formula, charge and spin is 60.7 kJ/mol.

Each line ends with the Mulliken charge.
Atoms and positions in Å:
C (0.392, 2.182, -0.815)  -0.958
C (0.001, 1.087, -0.191)  1.093
O (0.883, 0.425, 0.713)  -0.626
C (-1.284, 0.382, -0.427)  -1.352
H (-0.282, 2.792, -1.390)  0.267
H (1.378, 2.599, -0.648)  0.246
H (1.773, 0.694, 0.454)  0.318
H (-2.009, 1.069, -0.858)  0.357
H (-1.202, -0.432, -1.157)  0.258
H (-1.750, -0.036, 0.470)  0.371
N (0.415, -2.163, 0.785)  -0.488
H (0.099, -2.583, 1.660)  0.372
H (0.615, -1.078, 0.819)  0.392
H (1.282, -2.603, 0.488)  0.384
H (-0.312, -2.336, 0.096)  0.365

Cartesian forces, eV/Å:
C 0.222 0.275 0.588
C 0.168 0.066 -0.242
O -0.379 -0.075 -0.782
C -0.603 -0.255 0.132
H -0.133 -0.243 -0.315
H 0.043 0.025 0.042
H 0.177 0.080 0.326
H 0.053 0.076 0.035
H 0.253 0.049 0.022
H 0.157 0.159 0.129
N 0.076 0.434 -0.041
H 0.191 0.258 0.124
H -0.246 -0.506 0.236
H 0.010 -0.303 -0.039
H 0.009 -0.041 -0.214

[3]
The following is a DFT calculation (the ωB97M-V functional and the def2-TZVPD basis) of 2 unconnected molecules or ions with the total composition C17H23BrCl2F8NOS2.

As for the multiplicity: 1. The net charge is +1. The max |F| comes out at 0.008 Eh/bohr. Its orbital gap is 8.3 eV.

Each line ends with the Mulliken charge.
Atoms and positions in Å:
C (-1.302, -3.160, 0.371)  -1.414
C (0.087, -3.587, -0.030)  0.895
Cl (1.009, -4.191, 1.299)  -0.179
C (0.645, -3.565, -1.241)  -0.245
Cl (2.221, -4.257, -1.489)  -0.121
C (0.094, -3.077, -2.570)  0.139
C (1.054, -2.134, -3.315)  -1.364
N (0.563, -0.754, -3.138)  0.004
C (1.494, 0.366, -3.364)  -1.082
C (1.881, 1.117, -2.087)  -0.686
C (2.227, 0.188, -0.917)  0.772
Br (4.139, 0.059, -0.615)  -0.104
C (-0.680, -0.652, -2.787)  0.750
C (-1.405, 0.647, -2.640)  -0.403
C (-2.918, 0.509, -2.429)  -1.352
C (-3.250, 0.161, -0.972)  0.019
S (-4.752, -0.820, -0.733)  -0.131
S (-1.472, -2.139, -2.507)  -0.196
H (-1.545, -3.616, 1.327)  0.497
H (-1.369, -2.078, 0.502)  0.181
H (-2.058, -3.478, -0.345)  0.385
H (-0.104, -3.943, -3.205)  0.595
H (1.098, -2.358, -4.382)  0.330
H (2.060, -2.193, -2.905)  0.671
H (1.062, 1.033, -4.112)  0.454
H (2.385, -0.078, -3.804)  0.518
H (1.106, 1.824, -1.790)  0.292
H (2.752, 1.718, -2.347)  0.601
H (1.899, -0.838, -1.072)  -0.450
H (1.800, 0.535, 0.020)  -0.170
H (-1.177, 1.254, -3.521)  0.553
H (-0.967, 1.164, -1.779)  0.148
H (-3.330, -0.241, -3.109)  0.509
H (-3.382, 1.454, -2.710)  0.434
H (-2.404, -0.344, -0.500)  -0.166
H (-3.423, 1.072, -0.400)  0.265
H (-4.448, -1.768, -1.632)  0.086
C (0.015, 3.100, 4.339)  -0.793
C (-0.704, 2.889, 3.001)  0.993
C (-1.395, 1.539, 2.767)  0.002
F (-0.517, 0.516, 2.822)  -0.209
F (-1.928, 1.545, 1.516)  -0.244
F (0.115, 3.161, 1.964)  -0.247
F (-1.729, 3.794, 2.975)  -0.329
O (1.413, 2.910, 4.316)  -0.393
C (1.992, 1.710, 4.617)  0.746
C (2.871, 1.226, 3.453)  0.148
F (2.107, 1.137, 2.334)  -0.178
F (3.356, 0.001, 3.730)  -0.252
F (1.086, 0.773, 4.956)  -0.276
F (2.812, 1.886, 5.677)  -0.299
H (-0.119, 4.158, 4.561)  0.411
H (-0.466, 2.522, 5.129)  0.353
H (-2.192, 1.379, 3.495)  0.276
H (3.693, 1.921, 3.276)  0.257

Cartesian forces, eV/Å:
C -0.026 -0.040 0.023
C -0.080 0.036 0.155
Cl -0.013 0.017 0.024
C 0.059 0.055 -0.123
Cl -0.012 0.004 -0.030
C -0.005 -0.189 -0.088
C 0.024 0.144 0.137
N 0.059 -0.145 0.068
C 0.102 0.068 -0.058
C 0.055 -0.156 0.016
C -0.013 0.081 0.072
Br 0.014 -0.050 -0.060
C -0.119 0.176 -0.002
C -0.003 -0.003 -0.058
C 0.004 -0.038 -0.001
C 0.037 0.041 0.030
S 0.009 0.039 -0.109
S 0.021 -0.023 -0.140
H 0.009 -0.015 -0.011
H 0.016 -0.025 -0.004
H 0.034 0.020 0.072
H 0.065 -0.021 0.065
H -0.056 0.065 -0.007
H -0.015 -0.058 -0.073
H 0.009 0.014 0.074
H -0.040 -0.025 -0.023
H -0.060 -0.084 -0.002
H -0.052 0.085 0.047
H -0.065 0.055 0.048
H 0.052 0.037 -0.032
H -0.002 0.000 0.026
H 0.015 0.031 -0.051
H 0.053 0.042 -0.011
H -0.066 -0.051 0.034
H -0.077 0.008 0.012
H 0.062 -0.015 0.009
H -0.027 -0.036 0.042
C -0.056 0.119 0.281
C -0.041 -0.010 -0.021
C 0.098 0.021 0.025
F -0.013 0.021 -0.035
F -0.048 -0.016 -0.004
F 0.006 -0.006 -0.004
F 0.041 -0.017 -0.019
O 0.115 -0.134 -0.385
C 0.027 0.051 0.232
C -0.012 0.012 -0.025
F 0.051 -0.046 -0.031
F -0.035 0.049 0.008
F 0.057 0.029 -0.016
F -0.112 -0.052 -0.040
H -0.004 -0.020 0.034
H -0.017 -0.031 -0.053
H -0.017 -0.019 -0.016
H -0.008 0.005 -0.002

[4]
The following is a DFT calculation (the ωB97M-V functional and the def2-TZVPD basis) of a molecular structure, C12H7GdN2O5S.

As for the multiplicity: 8. The max |F| comes out at 0.026 Eh/bohr. Its orbital gap (alpha / beta) is 8.1 / 8.3 eV. The value obtained for the energy above the lowest of the compared OMol25 structures with the same formula, charge and spin is 256.2 kJ/mol.

Each line ends with the Mulliken spin population.
Atoms and positions in Å:
Gd (0.987, 0.096, 0.031)  7.086
O (-3.475, 2.577, 3.860)  0.000
C (-2.567, 2.069, 2.999)  -0.001
C (-2.216, 2.725, 1.819)  0.001
C (-1.282, 2.116, 1.014)  0.001
N (-0.731, 0.958, 1.352)  -0.013
C (-1.069, 0.321, 2.469)  0.001
C (-1.993, 0.845, 3.342)  0.000
C (-0.340, -0.997, 2.668)  -0.004
O (-0.545, -1.652, 3.661)  -0.001
O (0.477, -1.271, 1.677)  -0.009
C (-0.781, 2.679, -0.307)  -0.004
O (-1.198, 3.745, -0.696)  -0.001
O (0.097, 1.897, -0.886)  -0.008
H (-3.805, 3.416, 3.526)  0.000
H (-2.652, 3.671, 1.523)  0.000
H (-2.263, 0.324, 4.249)  0.000
S (3.550, -0.246, -0.804)  -0.021
C (2.668, -1.269, -1.940)  -0.010
C (3.359, -1.978, -2.932)  0.000
C (2.653, -2.770, -3.806)  0.000
C (1.265, -2.868, -3.709)  0.000
C (0.649, -2.149, -2.717)  0.000
N (1.333, -1.376, -1.864)  -0.016
H (4.434, -1.890, -2.993)  0.001
H (3.184, -3.319, -4.573)  0.000
H (0.683, -3.482, -4.381)  0.000
H (-0.423, -2.175, -2.580)  0.000

Cartesian forces, eV/Å:
Gd 0.732 -0.652 -0.941
O 0.163 -0.111 -0.126
C -0.292 0.132 0.300
C -0.011 -0.053 -0.026
C -0.127 0.130 0.134
N -0.159 0.095 0.158
C -0.136 0.103 0.166
C 0.019 -0.029 -0.084
C 0.196 -0.175 -0.096
O 0.043 -0.042 -0.106
O -0.222 0.116 0.394
C 0.155 -0.009 -0.192
O 0.046 -0.090 -0.066
O -0.249 0.300 0.249
H -0.071 0.110 0.001
H 0.021 -0.013 -0.005
H 0.013 0.008 -0.014
S -0.264 -0.063 -0.033
C 0.511 0.103 0.044
C -0.047 -0.118 -0.141
C 0.215 -0.021 -0.060
C -0.107 0.038 0.065
C -0.001 -0.101 -0.128
N -0.381 0.346 0.503
H -0.015 0.014 0.021
H -0.020 -0.005 -0.004
H 0.027 -0.003 -0.008
H -0.037 -0.008 -0.003